(1)
Computed, not measured: C4H4F2 as an isolated structure at a distorted geometry, with wB97M-V/def2-TZVPD.

Output
energy above the lowest of the compared OMol25 structures with the same formula, charge and spin: 3.207 eV
HOMO (alpha / beta): -0.334 / -0.334 Eh
2S+1: 1
net charge: 0
HOMO-LUMO gap (alpha / beta): 9.81 / 9.81 eV

```
10
Properties=species:S:1:pos:R:3:forces:R:3
C -0.612 0.263 -0.631 -0.15 2.26 0.14
C -0.679 -1.801 -0.039 0.03 -0.18 -0.37
C 0.055 -0.968 -0.983 -1.51 -0.93 2.20
C -0.853 -0.631 0.656 0.54 -1.06 -1.65
F 1.357 -1.013 -1.198 0.22 -0.13 -0.21
F 2.291 1.420 0.229 0.33 0.87 -0.65
H 0.081 1.114 -0.410 -0.93 -0.40 -0.63
H -1.599 0.493 -1.114 1.28 -0.10 0.45
H -0.890 -2.862 0.108 0.46 0.48 0.03
H 2.552 2.119 -0.349 -0.25 -0.81 0.67
```
Forces are in eV/Å.

natural (NBO) atomic charge list, values in e, 8 entries: number 1, C, carries -0.524; number 2, C, carries -0.373; number 3, C, carries 0.443; number 4, C, carries 0.032; number 5, F, carries -0.296; number 6, F, carries -0.557; number 7, H, carries 0.236; number 8, H, carries 0.244

***

(2)
Computed, not measured: C2H2BeFLiO as an isolated structure at a distorted geometry, with wB97M-V/def2-TZVPD.

Output
energy above the lowest of the compared OMol25 structures with the same formula, charge and spin: 0.315 eV
HOMO (alpha / beta): -0.410 / -0.515 Eh
2S+1: 2
net charge: +1
<S²>: 0.7523
HOMO-LUMO gap (alpha / beta): 6.22 / 8.86 eV

```
8
Properties=species:S:1:pos:R:3:forces:R:3
H 0.540 -0.849 1.296 -0.05 1.70 -0.30
C 0.769 0.374 -0.768 0.22 1.20 0.33
C 0.388 0.257 0.503 2.65 2.14 0.31
O -0.648 -0.598 0.762 -2.67 -3.46 -0.17
Li -1.312 1.331 1.791 0.50 -0.33 -0.24
Be -1.115 -1.188 -0.624 -0.09 -0.36 -0.38
F 0.235 -0.575 -1.673 -1.36 -0.28 0.35
H 1.144 1.249 -1.287 0.81 -0.62 0.09
```
Forces are in eV/Å.

natural (NBO) atomic charges, in units of e: number 1, H, carries 0.513; number 2, C, carries 0.101; number 3, C, carries -0.341; number 4, O, carries -1.040; number 5, Li, carries 0.971; number 6, Be, carries 0.979; number 7, F, carries -0.423; number 8, H, carries 0.240

***

(3)
Computed, not measured: C20H21MgO3 as an isolated structure at a distorted geometry, with wB97M-V/def2-TZVPD.

Output
energy above the lowest of the compared OMol25 structures with the same formula, charge and spin: 0.000 eV
HOMO: -0.056 Eh
2S+1: 1
net charge: -1
HOMO-LUMO gap: 4.29 eV

```
45
Properties=species:S:1:pos:R:3:forces:R:3
C 0.939 -1.657 3.847 -0.13 -0.57 -0.41
C -0.385 -1.857 3.368 0.64 -0.73 -0.38
C -0.309 -2.181 1.977 0.52 -0.89 0.51
H -1.287 -1.899 3.979 0.33 0.30 -0.28
C 1.080 -2.199 1.605 -0.37 -0.28 0.36
C 1.845 -1.863 2.769 -0.39 -0.14 0.13
H 2.934 -1.843 2.836 -0.40 0.17 -0.08
H 1.208 -1.428 4.879 -0.07 0.10 -0.46
H -1.137 -2.534 1.361 0.29 0.45 0.15
H 1.472 -2.514 0.638 -0.12 0.25 0.29
C -0.520 2.016 2.479 1.55 2.16 1.35
C -0.150 1.613 3.809 -0.13 0.95 -0.80
C 1.255 1.509 3.861 0.62 0.29 -0.47
H -0.852 1.512 4.636 0.28 -0.21 -0.19
C 1.793 1.887 2.588 0.13 -0.52 0.92
C 0.709 2.228 1.737 -1.26 0.49 0.24
H 0.766 2.680 0.747 -0.02 -0.31 0.29
H -1.479 2.464 2.229 0.46 -0.32 0.01
H 1.845 1.226 4.733 -0.16 -0.07 -0.31
H 2.854 1.968 2.344 -0.33 -0.11 0.06
Mg 0.481 -0.027 1.946 -1.10 0.90 0.41
O 0.394 -0.274 -1.628 -0.75 -0.83 -1.60
C -0.850 -0.857 -2.092 1.72 0.13 -0.41
C 0.423 -1.016 -2.897 -1.00 -0.10 1.74
H -1.194 -1.704 -1.500 -0.05 0.27 -0.06
H -1.599 -0.166 -2.486 0.21 -0.10 0.39
H 0.916 -1.992 -2.835 0.01 0.34 -0.01
H 1.390 -1.941 -5.258 0.02 0.10 -0.04
C 1.109 -0.892 -5.316 -0.36 0.44 0.78
C 0.611 -0.260 -4.145 0.10 0.53 -1.33
C 0.220 1.089 -4.236 0.19 -0.16 0.02
H -0.180 1.595 -3.354 0.18 -0.21 -0.18
C 0.357 1.792 -5.433 0.17 -0.34 -0.31
H 0.077 2.845 -5.480 0.05 -0.30 0.03
C 0.850 1.152 -6.581 -0.05 -0.19 0.30
H 0.945 1.699 -7.520 -0.03 -0.11 0.25
C 1.215 -0.200 -6.521 -0.12 0.29 0.16
H 1.577 -0.715 -7.415 -0.09 0.20 0.32
C -3.246 -0.125 3.110 1.36 0.29 -2.42
O -2.829 -0.137 1.625 -4.71 -0.95 0.69
C -1.761 0.505 1.231 5.33 -0.82 2.47
O -1.446 0.890 0.120 -2.39 -0.33 -1.67
H -4.019 0.645 3.181 0.16 -0.20 0.11
H -2.380 0.092 3.755 -0.33 -0.03 -0.48
H -3.644 -1.123 3.301 0.03 0.18 -0.08
```
Forces are in eV/Å.

natural (NBO) atomic charge list, values in e, 8 entries: number 1, C, carries -0.343; number 2, C, carries -0.382; number 3, C, carries -0.422; number 4, H, carries 0.211; number 5, C, carries -0.487; number 6, C, carries -0.409; number 7, H, carries 0.217; number 8, H, carries 0.214

***

> What is the formula in the first record?

C4H4F2

***

> Which value of 2S+1 does entry 2 give?

2

***

> What is the energy above the lowest of the compared OMol25 structures with the same formula, charge and spin in the first record?

3.207 eV